1.
Entry from the Open Molecules 2025 dataset: 2 unconnected molecules or ions with the total composition C13H10FN3O2 at a distorted geometry (ωB97M-V/def2-TZVPD).

Results
SMILES: N#C[C@H](F)c1ccc([N+](=O)[O-])cc1.c1ccncc1
Multiplicity: 1
Relative energy (zero: lowest compared OMol25 entry of this formula, charge and spin) (kJ/mol): 49.0
HOMO-LUMO gap (eV): 7.730

Geometry as XYZ:
```
29
Properties=species:S:1:pos:R:3:forces:R:3:lowdin_charge:R:1
N -0.013 -4.058 0.284 -0.2146 1.6569 -0.9300 0.196
C -0.062 -3.115 -0.393 0.4003 -2.2676 1.9197 -0.145
C -0.071 -2.117 -1.420 0.0878 2.0685 -0.6673 -0.257
F 0.607 -0.905 -1.095 0.2621 -0.8499 0.7803 -0.014
C -1.434 -1.578 -1.774 -1.1062 0.9237 -0.0926 -0.141
C -1.432 -0.584 -2.774 -0.1894 -0.1994 -0.1126 -0.010
C -2.533 0.241 -2.990 -0.1592 0.9180 0.9388 0.029
C -3.662 0.122 -2.149 2.3410 -1.9971 -0.1546 -0.159
N -4.743 1.026 -2.273 -2.8750 1.6196 -0.7190 -0.310
O -5.729 0.852 -1.511 2.0594 0.7577 -1.6503 0.060
O -4.680 1.889 -3.184 -0.2721 -1.6555 2.1730 0.063
C -3.683 -0.870 -1.154 -0.0711 1.4778 0.1583 0.021
C -2.564 -1.662 -0.930 0.4954 -0.2687 -0.4112 0.002
H 0.558 -2.483 -2.221 -0.4278 -0.3707 -0.5782 0.159
H -0.500 -0.378 -3.313 -0.4817 -0.1756 0.1087 0.128
H -2.443 1.168 -3.578 -0.1447 -0.8913 -0.1210 0.129
H -4.487 -0.768 -0.423 0.1605 -0.6022 -0.3219 0.126
H -2.566 -2.275 -0.031 0.1427 -0.1332 -0.3113 0.119
C 4.107 2.193 3.534 0.0282 -0.3049 -0.4657 -0.091
C 4.487 2.134 2.159 -1.2079 -0.5461 0.7875 -0.072
C 3.909 1.065 1.416 1.7124 0.8976 1.7453 -0.157
N 3.325 0.032 2.053 -3.3024 1.3390 -1.9083 0.045
C 2.591 0.367 3.137 2.0691 0.8817 1.2626 -0.151
C 3.056 1.372 4.024 0.1403 0.2896 -0.9502 -0.078
H 4.595 2.910 4.192 -0.1940 -0.0561 -0.1135 0.093
H 5.168 2.872 1.686 -0.7187 -0.5547 0.4621 0.103
H 3.972 1.148 0.325 0.4265 -1.0737 0.2672 0.103
H 1.635 -0.099 3.369 0.5637 -0.9437 -0.0292 0.101
H 2.593 1.499 5.031 0.4754 0.0604 -1.0670 0.107
```
Forces are in eV/Å.

---

2.
Entry from the Open Molecules 2025 dataset: a molecular structure, C7H12N2O3 at a distorted geometry (ωB97M-V/def2-TZVPD).

Results
Multiplicity: 1
Relative energy (zero: lowest compared OMol25 entry of this formula, charge and spin) (kJ/mol): 532.0
HOMO-LUMO gap (eV): 9.642

Geometry as XYZ:
```
24
Properties=species:S:1:pos:R:3:forces:R:3:lowdin_charge:R:1
C -0.923 1.381 0.281 -0.1179 -0.8449 -0.0729 -0.306
C -0.728 -0.034 -0.155 3.7512 0.5310 0.9028 -0.215
C 1.048 -0.150 0.809 -3.0337 -0.2992 -1.4701 -0.353
C -2.183 2.112 -0.009 -0.0295 0.0945 0.0738 -0.011
C -0.585 -0.288 -1.630 -0.2205 -0.0723 0.0227 -0.019
C 0.847 -0.993 2.039 -0.0031 0.3111 -0.0384 -0.016
C 2.086 -0.638 -0.161 -0.0395 0.2039 0.0950 -0.018
N 0.026 1.963 0.886 -0.3170 0.8495 0.0979 0.137
N -1.541 -1.002 0.521 -0.5727 -0.1756 0.2066 -0.380
O -2.123 -0.644 1.529 -0.1178 -0.0031 0.2298 0.080
O -1.578 -2.129 0.069 0.0008 -0.3173 -0.0157 0.081
O 1.153 1.217 1.090 0.6406 -0.3648 0.0761 -0.065
H -2.120 3.117 0.393 -0.0561 0.0994 -0.0106 0.086
H -3.017 1.586 0.455 -0.0645 0.0263 -0.0026 0.084
H -2.361 2.158 -1.084 -0.0225 0.0223 -0.0541 0.085
H -0.288 -1.319 -1.815 0.0257 0.0865 -0.0148 0.083
H 0.140 0.393 -2.068 0.0208 0.0257 0.0717 0.096
H -1.546 -0.127 -2.123 -0.0176 -0.0203 -0.0966 0.095
H 0.015 -0.623 2.638 0.0380 -0.0107 -0.0233 0.087
H 1.750 -0.939 2.648 0.0845 -0.0237 0.0200 0.098
H 0.666 -2.032 1.772 0.0049 -0.0799 -0.0315 0.094
H 3.003 -0.868 0.382 0.1153 0.0295 0.0177 0.093
H 2.305 0.117 -0.912 -0.0106 0.0017 -0.0175 0.091
H 1.760 -1.552 -0.653 -0.0588 -0.0696 0.0340 0.091
```
Forces are in eV/Å.

---

3.
Entry from the Open Molecules 2025 dataset: a molecular structure, C17H18BBaN8O4S3 (ωB97M-V/def2-TZVPD).

Results
Charge: -1
Multiplicity: 1
Relative energy (zero: lowest compared OMol25 entry of this formula, charge and spin) (kJ/mol): 0.0
HOMO-LUMO gap (eV): 6.903

Geometry as XYZ:
```
52
Properties=species:S:1:pos:R:3:forces:R:3:lowdin_charge:R:1
Ba -0.175 -0.917 0.161 0.1042 0.7599 -0.0579 1.848
C 0.557 0.357 4.858 -0.0066 -0.0423 0.0068 -0.072
C -0.283 -0.069 3.819 0.0407 0.0455 0.0141 -0.160
N 0.080 0.476 2.667 0.0794 -0.1673 -0.1593 -0.053
N 1.162 1.239 2.922 -0.1124 -0.0268 0.0534 -0.048
C 1.464 1.186 4.234 0.0153 0.0497 -0.0749 -0.099
B 1.933 2.015 1.833 0.0705 0.0425 0.0342 -0.538
N 0.972 2.739 0.876 0.0073 0.1687 0.0161 -0.047
C 0.863 4.076 0.752 0.0107 -0.0276 0.0047 -0.101
C -0.099 4.347 -0.196 -0.0206 -0.0143 -0.0183 -0.083
C -0.532 3.076 -0.603 -0.0454 -0.0591 -0.0471 -0.179
N 0.115 2.117 0.045 0.0340 -0.1325 0.0149 -0.007
N 2.927 1.120 1.040 0.0514 -0.0300 -0.0739 -0.042
C 4.267 1.155 1.168 -0.0891 0.0487 0.0063 -0.100
C 4.817 0.237 0.300 0.0228 -0.0409 0.0136 -0.077
C 3.704 -0.333 -0.329 0.0052 0.0218 0.0128 -0.178
N 2.574 0.206 0.112 -0.1134 -0.0790 0.1460 -0.042
H 0.519 0.091 5.900 -0.0034 -0.0077 -0.0012 0.082
H -1.110 -0.763 3.837 0.0076 -0.0086 0.0387 0.108
H 2.301 1.743 4.621 -0.0076 -0.0001 0.0153 0.110
H 2.608 2.840 2.400 -0.0176 0.0228 -0.0218 0.112
H 1.480 4.728 1.347 -0.0065 0.0096 -0.0053 0.109
H -0.437 5.309 -0.541 0.0050 0.0036 0.0075 0.078
H -1.282 2.808 -1.332 -0.0019 0.0123 -0.0007 0.090
H 4.723 1.835 1.868 0.0258 -0.0028 -0.0150 0.110
H 5.859 0.009 0.155 -0.0022 -0.0104 -0.0031 0.082
H 3.668 -1.117 -1.071 0.0227 -0.0028 -0.0039 0.101
C 1.508 0.031 -3.413 0.0246 0.0250 -0.0054 -0.064
C 0.031 0.095 -3.610 -0.0852 0.0972 0.0071 -0.632
N -0.827 0.067 -2.638 0.1333 -0.0272 -0.0367 0.022
C -2.122 0.162 -3.090 -0.0548 -0.0418 -0.0519 -0.330
C -2.248 0.253 -4.441 0.0188 0.0525 0.1237 -0.350
S -0.699 0.241 -5.168 -0.0200 -0.0290 -0.0349 1.052
C -3.204 0.145 -2.099 -0.0887 0.0151 0.0206 -0.336
C -4.544 0.157 -2.339 0.0804 -0.0228 0.0115 -0.352
S -5.391 0.057 -0.854 -0.0069 0.0145 0.0037 1.059
C -3.895 0.014 0.005 0.1024 -0.0097 -0.0806 -0.623
N -2.859 0.083 -0.774 0.0968 -0.1348 0.1340 0.019
C -3.782 -0.154 1.480 -0.0388 -0.0332 0.0172 -0.068
H 1.731 0.177 -2.357 0.0157 0.0016 0.0086 0.045
H 2.014 0.818 -3.973 -0.0068 -0.0142 -0.0246 0.081
H 1.907 -0.931 -3.738 -0.0141 -0.0133 0.0229 0.088
H -3.157 0.329 -5.014 0.0334 0.0131 -0.0567 0.071
H -5.047 0.194 -3.290 -0.0469 -0.0050 0.0222 0.068
H -4.743 -0.058 1.983 -0.0149 0.0027 -0.0274 0.072
H -3.094 0.595 1.878 -0.0008 -0.0050 -0.0016 0.084
H -3.360 -1.147 1.673 -0.0051 0.0091 0.0201 0.059
O -1.072 -5.035 1.154 0.0168 -0.0088 0.0027 -0.357
S -0.784 -3.650 0.862 -0.0567 0.0737 -0.0385 0.136
O -1.920 -2.719 1.216 -0.0626 -0.0329 0.0217 -0.568
O -0.509 -3.383 -0.597 -0.1080 -0.2670 -0.0809 -0.611
O 0.410 -3.098 1.579 0.0123 -0.1925 0.1211 -0.567
```
Forces are in eV/Å.

---

4.
Entry from the Open Molecules 2025 dataset: a molecular structure, C10H13AsNO5PReS4 at a distorted geometry (ωB97M-V/def2-TZVPD).

Results
Charge: +3
Multiplicity: 1
HOMO-LUMO gap (spin up / spin down) (eV): 5.469 / 5.473

Geometry as XYZ:
```
36
Properties=species:S:1:pos:R:3:forces:R:3:lowdin_charge:R:1
Re 0.292 -0.429 0.538 1.2431 0.3428 3.1573 1.311
O 0.400 -4.621 0.251 -0.1224 -0.2108 -0.0155 0.289
C 0.103 -3.384 0.322 -0.2053 0.1364 0.0528 -0.382
O 0.945 -2.451 0.392 -0.1380 0.5537 -0.3399 -0.137
C -1.313 -2.997 0.304 -0.1078 -0.1127 0.0434 -0.135
C -2.425 -3.807 0.168 0.2356 -0.0826 0.0280 0.103
C -3.679 -3.202 0.077 -0.1005 0.1428 -0.0209 0.069
C -3.772 -1.815 0.077 0.0768 -0.1460 0.0480 0.109
C -2.601 -1.084 0.213 0.0753 0.3591 -0.0247 -0.121
N -1.414 -1.658 0.357 -0.1705 -0.0380 0.0750 -0.012
C -2.475 0.417 0.099 -1.0873 -0.7493 0.0813 -0.449
O -3.368 1.180 -0.007 0.3448 0.1068 0.0067 0.254
O -1.157 0.745 0.073 1.3959 -0.2843 -0.1556 -0.227
H 1.349 -4.846 0.228 0.1083 0.1123 0.0141 0.200
H -2.305 -4.882 0.128 -0.0374 -0.0001 -0.0202 0.157
H -4.569 -3.809 -0.027 0.0049 -0.0144 0.0145 0.151
H -4.715 -1.295 -0.032 -0.0045 0.0003 -0.0166 0.160
S 4.216 -0.903 2.853 -0.1233 -0.0651 0.3118 0.210
As 3.388 1.106 2.439 0.1552 -0.2190 0.0693 0.569
S 0.229 -0.475 2.813 -0.2386 0.3473 -2.5739 0.332
S 3.269 -0.636 1.036 -0.7211 0.3847 -0.5075 0.109
S 1.397 0.847 3.696 0.1863 -0.1374 0.0044 0.183
C 0.015 3.652 -0.507 0.1746 -0.1401 -0.1297 -0.121
P 1.264 2.401 -0.782 0.2870 0.3301 -0.0366 0.691
C 0.986 1.514 -2.326 0.0045 0.1319 0.2769 -0.143
C 2.876 3.186 -0.853 -0.2783 -0.1141 -0.0170 -0.140
O 1.332 1.380 0.434 -0.9461 -0.6841 -0.3066 -0.721
H -0.006 4.305 -1.383 -0.0023 0.0220 0.0247 0.092
H 0.288 4.247 0.366 -0.0005 -0.0048 0.0067 0.085
H -0.971 3.215 -0.364 0.0137 -0.0207 -0.0133 0.058
H 1.252 2.165 -3.162 0.0031 -0.0011 0.0033 0.090
H -0.061 1.241 -2.437 -0.0701 -0.0349 -0.0106 0.061
H 1.628 0.629 -2.371 0.0139 0.0550 -0.0232 0.070
H 2.872 3.943 -1.639 0.0108 0.0033 0.0097 0.089
H 3.648 2.449 -1.076 0.0078 0.0004 -0.0061 0.074
H 3.085 3.676 0.099 0.0124 0.0305 -0.0100 0.070
```
Forces are in eV/Å.